Record 1
This record from OMol25 describes the molecule C3H3ClN2OS2. The level of theory is ωB97M-V with the def2-TZVPD basis set.

```
! wB97M-V def2-TZVPD RIJCOSX def2/J DEFGRID3
* xyz 0 1
Cl -3.3344 -0.8776 2.6758
S -1.2002 1.8950 0.7051
S 1.4859 0.9374 -0.5512
O 2.3717 0.9082 0.6020
N -2.3972 1.0307 1.2088
N -1.6278 -1.1716 0.7775
C -2.2539 -0.3300 1.3946
C 1.7532 -0.6543 -1.5626
C -0.1209 1.0172 -0.0541
H 2.1375 -1.4830 -0.9631
H 2.4357 -0.2253 -2.3025
H 0.7503 -1.0466 -1.9302
*
```

Results
HOMO-LUMO gap (alpha / beta) in eV: 7.374 / 7.606
Energy in Ha: -1557.18163
Highest occupied orbital energy (alpha / beta) in eV: -9.74 / -9.06
Lowest unoccupied orbital energy (alpha / beta) in eV: -2.36 / -1.46



Record 2
This record from OMol25 describes the molecule C3H3ClN2S. The level of theory is ωB97M-V with the def2-TZVPD basis set.

```
! wB97M-V def2-TZVPD RIJCOSX def2/J DEFGRID3
* xyz 0 1
Cl -1.6071 -2.1986 -0.0712
S 1.9592 -1.4006 -0.0557
N -1.5979 0.4422 0.0324
N -0.7255 1.4935 -0.0685
C 0.5323 -0.3539 -0.1518
C 0.5694 1.0445 -0.0879
C -0.8993 -0.6401 -0.0802
H -1.0708 2.3919 -0.0047
H 1.3783 -2.4813 0.4117
H 1.4613 1.7025 0.0759
*
```

Results
HOMO-LUMO gap in eV: 9.362
Energy in Ha: -1083.98122
Highest occupied orbital energy in eV: -8.57
Lowest unoccupied orbital energy in eV: 0.79



Record 3
This record from OMol25 describes the ion C3H3ClNO with charge +1. The level of theory is ωB97M-V with the def2-TZVPD basis set.

```
! wB97M-V def2-TZVPD RIJCOSX def2/J DEFGRID3
* xyz 1 1
Cl -3.3653 -1.9236 0.9334
O 1.5114 -1.4775 1.7368
N 1.3424 -1.6215 0.5636
C 0.1672 -1.2677 -0.1116
C -0.8765 -0.6701 0.9507
C -2.1034 -1.0413 1.1162
H -0.4372 -0.0185 1.6716
H 0.1659 -0.6330 -1.0510
H -0.1621 -2.3420 -0.4622
*
```

Results
HOMO-LUMO gap (alpha / beta) in eV: 6.639 / 6.643
Energy in Ha: -705.79250
Highest occupied orbital energy (alpha / beta) in eV: -14.14 / -14.14
Lowest unoccupied orbital energy (alpha / beta) in eV: -7.50 / -7.50



Record 4
This record from OMol25 describes a cluster of 2 separate species, C3H3ClNO2 in total. The level of theory is ωB97M-V with the def2-TZVPD basis set.

```
! wB97M-V def2-TZVPD RIJCOSX def2/J DEFGRID3
* xyz -1 1
Cl -3.4153 -0.3553 0.0706
O 3.5138 0.1350 0.2492
O 1.9403 1.7442 -0.0951
N 2.5050 0.4393 -0.3935
C -0.0227 0.5227 0.3431
C 0.7384 -0.5209 0.0993
C 0.6151 1.7858 0.1022
H -1.0056 0.4899 0.7521
H 0.8758 -1.6056 -0.0145
H 0.2113 2.7187 0.0846
*
```

Results
HOMO-LUMO gap (alpha / beta) in eV: 6.239 / 6.683
Energy in Ha: -781.37654
Highest occupied orbital energy (alpha / beta) in eV: -4.09 / -4.09
Lowest unoccupied orbital energy (alpha / beta) in eV: 2.15 / 2.59



Record 5
This record from OMol25 describes a structure of composition C3H3ClNO3P. The level of theory is ωB97M-V with the def2-TZVPD basis set.

```
! wB97M-V def2-TZVPD RIJCOSX def2/J DEFGRID3
* xyz -2 1
Cl -8.4347 -0.4022 0.6408
P 1.3566 -0.0801 -0.9137
O 2.6813 0.1959 -0.3175
O 0.2245 -2.3627 0.3027
O 1.3596 -1.0543 -2.0034
N 0.4396 3.0256 0.8172
C 0.7262 -1.4323 0.9660
C 0.2682 2.0821 0.1098
C 0.1497 1.1483 -0.8812
H 1.8174 -1.3486 1.3821
H 0.0671 -0.6830 1.3765
H -0.6555 0.9111 -1.4793
*
```

Results
HOMO-LUMO gap in eV: 6.140
Energy in Ha: -1198.19499
Highest occupied orbital energy in eV: -1.94
Lowest unoccupied orbital energy in eV: 4.20



Record 6
This record from OMol25 describes a cluster of 2 separate species, C3H3ClO in total. The level of theory is ωB97M-V with the def2-TZVPD basis set.

```
! wB97M-V def2-TZVPD RIJCOSX def2/J DEFGRID3
* xyz 0 1
Cl -1.9669 -0.8732 2.1792
O -0.8295 0.6900 -0.5917
C 0.4468 0.6720 -1.1803
C 0.1942 -0.7776 1.0803
C 0.0363 -0.1079 -0.0074
H 0.5621 0.0825 -2.0356
H 0.6004 -1.2706 1.8758
H 0.9566 1.5848 -1.3201
*
```

Results
HOMO-LUMO gap (alpha / beta) in eV: 8.632 / 8.633
Energy in Ha: -651.36522
Highest occupied orbital energy (alpha / beta) in eV: -9.96 / -9.96
Lowest unoccupied orbital energy (alpha / beta) in eV: -1.33 / -1.33



Q: energy of number 5 (C3H3ClNO3P)?
A: -1198.19499 Ha



Q: Which of these has the highest energy?
A: C3H3ClO



Copy entry 4 word for word.
This record from OMol25 describes a cluster of 2 separate species, C3H3ClNO2 in total. The level of theory is ωB97M-V with the def2-TZVPD basis set.

```
! wB97M-V def2-TZVPD RIJCOSX def2/J DEFGRID3
* xyz -1 1
Cl -3.4153 -0.3553 0.0706
O 3.5138 0.1350 0.2492
O 1.9403 1.7442 -0.0951
N 2.5050 0.4393 -0.3935
C -0.0227 0.5227 0.3431
C 0.7384 -0.5209 0.0993
C 0.6151 1.7858 0.1022
H -1.0056 0.4899 0.7521
H 0.8758 -1.6056 -0.0145
H 0.2113 2.7187 0.0846
*
```

Results
HOMO-LUMO gap (alpha / beta) in eV: 6.239 / 6.683
Energy in Ha: -781.37654
Highest occupied orbital energy (alpha / beta) in eV: -4.09 / -4.09
Lowest unoccupied orbital energy (alpha / beta) in eV: 2.15 / 2.59